a | {"formula": "C4H6N2S", "method": "ωB97M-V with the def2-TZVPD basis set", "lumo_ev": 0.208, "gap_ev": 8.0, "homo_ev": -7.827, "charge": 0, "elements": ["C", "C", "C", "C", "N", "N", "S", "H", "H", "H", "H", "H", "H"], "positions_angstrom": [[0.86, 0.61, 0.28], [0.55, -0.70, 0.21], [-1.15, 1.21, -0.48], [1.45, -1.75, 0.70], [-0.08, 1.64, -0.02], [-2.28, 1.77, -0.91], [-1.03, -1.11, -0.34], [1.88, 0.95, 0.52], [1.34, -2.70, 0.34], [2.47, -1.62, 0.47], [1.23, -1.89, 1.76], [-2.26, 2.52, -1.61], [-2.98, 1.08, -0.92]]}

=====

b | {"formula": "C4H6N2S", "method": "ωB97M-V with the def2-TZVPD basis set", "lumo_ev": 0.911, "smiles": "C1=NN[C@H]2C[C@@H]2S1", "gap_ev": 8.7, "homo_ev": -7.807, "charge": 0, "elements": ["C", "N", "N", "C", "C", "C", "S", "H", "H", "H", "H", "H", "H"], "positions_angstrom": [[1.27, -0.74, -0.61], [0.42, -1.68, -0.23], [-0.87, -1.48, 0.12], [-1.12, -0.04, 0.11], [-1.55, 1.10, 0.99], [-0.13, 0.76, 0.66], [1.04, 0.95, -0.49], [2.27, -1.05, -0.79], [-1.54, -2.12, -0.47], [-1.21, 0.39, -0.96], [-2.10, 1.83, 0.42], [-1.95, 1.12, 1.89], [0.28, 0.33, 1.61]]}

=====

c | {"formula": "C4H6N2S", "method": "ωB97M-V with the def2-TZVPD basis set", "lumo_ev": 0.244, "smiles": "C=CC1=NNSC1", "gap_ev": 8.3, "homo_ev": -8.011, "charge": 0, "elements": ["C", "C", "C", "N", "N", "S", "C", "H", "H", "H", "H", "H", "H"], "positions_angstrom": [[-2.38, -0.40, 0.06], [-1.25, 0.50, -0.09], [0.19, 0.34, -0.29], [0.90, 1.43, -0.07], [2.21, 1.23, -0.05], [2.70, -0.59, -0.05], [0.95, -1.03, -0.05], [-3.42, 0.00, 0.21], [-2.21, -1.57, -0.10], [-1.40, 1.55, -0.30], [2.72, 1.75, 0.62], [0.40, -1.30, 0.98], [0.59, -1.91, -0.87]]}

=====

So which one is most stable? That would be a, about 210.1 kJ/mol below the next structure.

=====

a | {"formula": "C6H15N2", "method": "ωB97M-V with the def2-TZVPD basis set", "lumo_ev": -3.223, "smiles": "C[C@H]([NH3+])CC/C=C/N", "gap_ev": 8.4, "homo_ev": -11.619, "charge": 1, "elements": ["C", "C", "N", "C", "C", "C", "C", "N", "H", "H", "H", "H", "H", "H", "H", "H", "H", "H", "H", "H", "H", "H", "H"], "positions_angstrom": [[-2.68, -0.30, 1.79], [-1.29, -0.16, 1.18], [-1.18, 1.37, 0.94], [-1.12, -0.99, -0.12], [0.40, -1.33, -0.37], [1.24, -0.14, -0.55], [2.16, 0.03, -1.52], [3.01, 1.10, -1.69], [-2.90, -1.33, 2.04], [-2.88, 0.21, 2.77], [-3.44, 0.18, 1.16], [-0.32, -0.48, 1.63], [-1.77, 1.56, 0.13], [-0.18, 1.58, 0.69], [-1.50, 1.97, 1.70], [-1.59, -1.97, -0.03], [-1.69, -0.53, -0.96], [0.24, -1.91, -1.32], [0.60, -2.02, 0.49], [1.40, 0.60, 0.23], [2.55, -0.89, -2.00], [3.26, 1.35, -2.62], [3.18, 1.78, -0.97]]}

=====

b | {"formula": "C6H15N2", "method": "ωB97M-V with the def2-TZVPD basis set", "lumo_ev": -3.675, "gap_ev": 9.2, "homo_ev": -12.855, "charge": 1, "elements": ["C", "N", "C", "N", "H", "H", "H", "H", "H", "H", "H", "C", "C", "C", "C", "H", "H", "H", "H", "H", "H", "H", "H"], "positions_angstrom": [[-0.32, 1.72, -1.36], [-0.50, 1.75, 0.09], [0.47, 1.59, 0.97], [0.24, 1.55, 2.29], [-0.35, 2.73, -1.76], [-1.14, 1.19, -1.82], [0.70, 1.32, -1.53], [-1.43, 1.72, 0.47], [1.50, 1.55, 0.61], [-0.70, 1.43, 2.55], [0.90, 1.08, 2.85], [-1.01, -1.60, -1.52], [0.00, -1.62, -0.39], [-0.38, -1.68, 0.89], [1.50, -1.77, -0.73], [-0.69, -0.91, -2.32], [-2.06, -1.29, -1.32], [-1.09, -2.63, -1.93], [0.34, -2.01, 1.65], [-1.43, -1.67, 1.15], [2.17, -1.90, 0.15], [1.84, -0.88, -1.27], [1.63, -2.69, -1.34]]}

=====

c | {"formula": "C6H15N2", "method": "ωB97M-V with the def2-TZVPD basis set", "lumo_ev": -3.843, "gap_ev": 10.2, "homo_ev": -14.005, "charge": 1, "elements": ["C", "C", "C", "C", "C", "C", "N", "N", "H", "H", "H", "H", "H", "H", "H", "H", "H", "H", "H", "H", "H", "H", "H"], "positions_angstrom": [[-1.12, -2.01, -3.01], [1.57, 1.60, 1.39], [1.27, -0.95, 1.05], [-1.76, 1.23, 0.39], [0.54, 0.38, 1.19], [-0.47, 0.67, 0.06], [-0.68, -1.67, -1.88], [-0.03, 0.49, -1.15], [-1.94, -2.74, -3.22], [-0.51, -1.61, -3.83], [1.17, 2.67, 1.19], [2.46, 1.30, 0.77], [1.90, 1.49, 2.40], [0.53, -1.70, 0.66], [2.00, -1.01, 0.33], [1.65, -1.48, 2.03], [-2.14, 2.22, 0.05], [-1.94, 1.05, 1.45], [-2.54, 0.71, -0.19], [-0.13, 0.40, 2.14], [0.93, 0.01, -1.15], [-0.41, 0.65, -2.09], [-1.11, -2.30, -1.19]]}

=====

d | {"formula": "C6H15N2", "method": "ωB97M-V with the def2-TZVPD basis set", "lumo_ev": -3.454, "smiles": "CCN/C=C/CC[NH3+]", "gap_ev": 7.8, "homo_ev": -11.239, "charge": 1, "elements": ["C", "C", "N", "C", "C", "C", "C", "N", "H", "H", "H", "H", "H", "H", "H", "H", "H", "H", "H", "H", "H", "H", "H"], "positions_angstrom": [[0.31, 2.64, 2.95], [0.66, 2.14, 1.56], [-0.30, 1.08, 1.14], [0.12, -0.03, 0.48], [-0.71, -0.97, 0.00], [-0.12, -2.19, -0.71], [0.49, -1.85, -2.05], [-0.46, -1.04, -2.94], [0.13, 1.88, 3.72], [1.18, 3.17, 3.37], [-0.43, 3.44, 2.87], [0.68, 2.94, 0.83], [1.58, 1.60, 1.66], [-1.24, 1.41, 1.02], [1.19, -0.22, 0.47], [-1.78, -0.99, 0.16], [-0.84, -3.00, -0.82], [0.73, -2.60, -0.15], [0.84, -2.71, -2.63], [1.38, -1.25, -1.96], [-1.42, -1.34, -2.71], [-0.37, -1.35, -3.90], [-0.26, -0.05, -2.85]]}

=====

So which one is most stable? That would be b, about 29.2 kJ/mol below the next structure.

=====

a | {"formula": "H42O21", "method": "ωB97M-V with the def2-TZVPD basis set", "lumo_ev": 0.076, "gap_ev": 10.7, "homo_ev": -10.624, "charge": 0, "elements": ["O", "H", "H", "O", "H", "H", "O", "H", "H", "O", "H", "H", "O", "H", "H", "O", "H", "H", "O", "H", "H", "O", "H", "H", "O", "H", "H", "O", "H", "H", "O", "H", "H", "O", "H", "H", "O", "H", "H", "O", "H", "H", "O", "H", "H", "O", "H", "H", "O", "H", "H", "O", "H", "H", "O", "H", "H", "O", "H", "H", "O", "H", "H"], "positions_angstrom": [[2.57, 1.56, -1.73], [3.41, 1.23, -1.39], [2.30, 2.37, -1.25], [-0.01, 0.69, -2.18], [-0.43, 1.57, -2.02], [0.94, 0.97, -2.34], [-1.66, -1.07, -3.18], [-1.60, -1.90, -2.70], [-1.20, -0.30, -2.78], [-4.29, -1.37, 0.84], [-4.05, -1.03, -0.09], [-3.83, -2.22, 0.90], [-0.84, 3.13, -1.41], [-1.74, 3.41, -1.66], [-0.83, 3.26, -0.44], [-3.32, 2.47, -0.72], [-3.95, 3.11, -0.38], [-3.13, 1.91, 0.09], [-3.88, -0.62, -1.69], [-3.04, -0.70, -2.19], [-4.12, 0.31, -1.61], [-0.32, -4.12, 0.83], [-0.32, -3.53, 0.03], [-0.30, -5.06, 0.59], [4.43, 0.87, 0.45], [4.67, -0.04, 0.24], [5.20, 1.42, 0.61], [4.45, -1.92, 0.33], [3.88, -2.19, -0.39], [4.17, -2.34, 1.16], [2.11, -2.69, 1.79], [1.50, -1.93, 1.91], [1.42, -3.37, 1.69], [-0.47, 2.43, 4.39], [0.28, 2.58, 4.97], [-0.17, 1.73, 3.80], [2.08, -2.05, -2.21], [2.28, -1.35, -2.89], [2.28, -2.95, -2.45], [-1.59, -2.75, 2.75], [-2.20, -3.25, 3.30], [-1.16, -3.42, 2.18], [1.79, 3.64, -0.21], [1.89, 3.13, 0.62], [2.52, 4.27, -0.16], [0.19, 0.12, 0.48], [-0.78, 0.03, 0.60], [0.21, 0.54, -0.44], [2.63, -0.12, -3.88], [2.49, 0.71, -3.39], [3.51, -0.04, -4.27], [2.02, 1.59, 1.51], [1.27, 0.94, 1.48], [2.68, 1.12, 0.96], [-2.82, 0.79, 1.18], [-2.87, 1.24, 2.05], [-3.22, -0.10, 1.05], [-3.10, 2.09, 3.52], [-3.29, 1.35, 4.10], [-2.19, 2.40, 3.65], [-0.24, -2.30, -0.98], [0.62, -2.24, -1.50], [-0.17, -1.48, -0.43]]}

=====

b | {"formula": "H42O21", "method": "ωB97M-V with the def2-TZVPD basis set", "lumo_ev": -0.446, "gap_ev": 9.6, "homo_ev": -10.031, "charge": 0, "elements": ["O", "H", "H", "O", "H", "H", "O", "H", "H", "O", "H", "H", "O", "H", "H", "O", "H", "H", "O", "H", "H", "O", "H", "H", "O", "H", "H", "O", "H", "H", "O", "H", "H", "O", "H", "H", "O", "H", "H", "O", "H", "H", "O", "H", "H", "O", "H", "H", "O", "H", "H", "O", "H", "H", "O", "H", "H", "O", "H", "H", "O", "H", "H"], "positions_angstrom": [[-3.09, 1.86, -3.94], [-3.83, 1.96, -3.37], [-2.43, 2.44, -3.57], [-0.05, 1.86, -1.75], [-0.90, 2.23, -1.85], [0.14, 1.92, -0.84], [-1.77, -2.97, -3.62], [-2.07, -2.80, -4.50], [-1.24, -2.22, -3.26], [-2.08, 0.56, 2.41], [-2.33, -0.41, 2.39], [-1.29, 0.57, 1.87], [-3.33, -1.85, 0.31], [-2.94, -1.36, -0.42], [-4.26, -1.62, 0.33], [4.44, -1.45, -2.08], [3.89, -1.96, -1.36], [4.87, -0.76, -1.59], [-1.93, -2.73, 2.51], [-2.23, -2.33, 1.69], [-2.07, -3.68, 2.39], [1.01, -4.34, -3.25], [1.09, -3.41, -2.97], [0.60, -4.63, -2.39], [-2.29, -0.59, -3.20], [-2.91, 0.02, -2.83], [-1.80, 0.19, -3.58], [1.35, 1.23, 0.43], [1.18, 0.69, 1.25], [1.23, 0.78, -0.46], [4.50, 1.92, -0.96], [4.53, 2.28, -0.08], [4.47, 2.77, -1.49], [-1.46, 2.67, 0.81], [-2.06, 2.48, 1.47], [-0.53, 2.71, 0.72], [3.80, -1.52, 3.19], [3.05, -2.12, 2.98], [4.52, -1.79, 2.64], [1.85, -2.73, 2.05], [1.50, -3.50, 2.44], [1.76, -2.56, 1.04], [-0.10, 2.15, 3.07], [-0.53, 2.31, 3.90], [0.52, 2.88, 3.23], [0.99, 4.00, -2.39], [0.38, 4.46, -2.91], [1.23, 3.14, -2.73], [-4.47, 0.77, 1.34], [-4.20, 1.67, 1.12], [-3.85, 0.55, 2.12], [0.08, -1.43, 3.23], [0.24, -1.56, 4.20], [-0.63, -0.77, 3.17], [-0.12, -1.03, 0.95], [-0.83, -1.50, 0.63], [0.54, -1.26, 1.58], [2.67, 3.96, 1.60], [2.09, 3.51, 0.99], [3.57, 3.88, 1.49], [0.43, -1.60, -1.44], [0.99, -1.18, -0.81], [0.11, -0.77, -1.88]]}

=====

c | {"formula": "H42O21", "method": "ωB97M-V with the def2-TZVPD basis set", "lumo_ev": -0.222, "gap_ev": 9.6, "homo_ev": -9.871, "charge": 0, "elements": ["O", "H", "H", "O", "H", "H", "O", "H", "H", "O", "H", "H", "O", "H", "H", "O", "H", "H", "O", "H", "H", "O", "H", "H", "O", "H", "H", "O", "H", "H", "O", "H", "H", "O", "H", "H", "O", "H", "H", "O", "H", "H", "O", "H", "H", "O", "H", "H", "O", "H", "H", "O", "H", "H", "O", "H", "H", "O", "H", "H", "O", "H", "H"], "positions_angstrom": [[-0.77, -0.58, -2.35], [-0.89, -0.34, -1.42], [-1.18, 0.14, -2.83], [-4.48, -1.63, 0.27], [-4.95, -1.31, 1.04], [-3.88, -0.91, 0.03], [-1.10, 3.57, -0.38], [-0.39, 3.56, 0.28], [-0.74, 3.04, -1.09], [2.31, 1.84, -3.43], [3.00, 1.85, -2.77], [2.72, 2.21, -4.22], [-1.99, -2.17, 2.65], [-1.69, -1.72, 3.45], [-2.64, -2.78, 3.01], [0.98, -0.20, -4.48], [0.13, -0.65, -4.46], [1.13, -0.01, -3.55], [-1.83, -4.90, 1.22], [-1.01, -5.39, 1.15], [-2.27, -4.69, 0.35], [-3.00, 3.47, 1.57], [-3.42, 3.40, 2.43], [-3.63, 3.50, 0.85], [-0.64, -0.41, 4.49], [0.26, -0.10, 4.41], [-0.84, -0.05, 5.36], [-1.45, 2.46, -3.18], [-0.85, 2.12, -3.85], [-2.05, 3.10, -3.55], [2.07, 0.86, 0.31], [1.12, 0.69, 0.38], [2.62, 0.21, -0.13], [2.36, 0.35, 3.75], [2.65, -0.13, 2.98], [1.93, 1.14, 3.42], [1.76, -1.78, 1.57], [1.50, -0.85, 1.52], [1.36, -1.97, 2.43], [-0.81, -3.24, -2.53], [0.09, -2.94, -2.45], [-0.78, -4.03, -3.08], [-2.95, -3.86, -0.86], [-2.25, -3.33, -1.30], [-3.48, -3.21, -0.38], [4.30, 2.99, 1.52], [4.30, 2.06, 1.30], [4.19, 3.36, 0.64], [3.79, -2.16, -0.30], [3.22, -1.94, 0.46], [3.17, -2.70, -0.81], [1.73, 3.64, 0.51], [1.85, 3.96, -0.39], [2.00, 2.72, 0.36], [-3.11, 0.99, 0.34], [-3.64, 1.31, 1.06], [-2.66, 1.74, 0.00], [4.18, 0.17, -1.66], [3.23, 0.15, -1.82], [4.35, -0.41, -0.91], [-0.68, 0.06, 0.81], [-0.68, -0.78, 1.29], [-1.55, 0.48, 0.99]]}

=====

So which one is most stable? That would be a, about 242.8 kJ/mol below the next structure.

=====

a | {"formula": "C3H2F2O2", "method": "ωB97M-V with the def2-TZVPD basis set", "lumo_ev": 0.248, "smiles": "OC#CF.O=CF", "gap_ev": 10.2, "homo_ev": -9.917, "charge": 0, "elements": ["O", "C", "C", "F", "H", "O", "C", "F", "H"], "positions_angstrom": [[-0.73, 0.91, 1.68], [-1.19, 0.31, 0.64], [-1.20, -0.60, -0.18], [-1.85, -1.19, -1.19], [-0.50, 1.85, 1.56], [1.82, 0.31, 0.29], [1.33, -0.34, -0.58], [0.98, 0.24, -1.77], [1.33, -1.49, -0.44]]}

=====

b | {"formula": "C3H2F2O2", "method": "ωB97M-V with the def2-TZVPD basis set", "lumo_ev": 0.697, "smiles": "F/C=C/F.O=C=O", "gap_ev": 10.8, "homo_ev": -10.054, "charge": 0, "elements": ["F", "C", "C", "F", "H", "H", "O", "C", "O"], "positions_angstrom": [[1.79, 1.22, 1.26], [1.29, 0.69, 0.12], [0.85, -0.58, -0.01], [0.38, -0.89, -1.24], [1.07, 1.44, -0.61], [0.96, -1.53, 0.59], [-2.17, -1.26, -0.06], [-2.12, -0.12, -0.05], [-2.06, 1.02, -0.01]]}

=====

So which one is most stable? That would be b, about 341.6 kJ/mol below the next structure.